# 1
9 unconnected molecules or ions with the total composition C18H54O9S9, computed with the ωB97M-V functional and the def2-TZVPD basis.

Structure (XYZ):
```
90
C18H54O9S9 the ωB97M-V functional and the def2-TZVPD basis
S 3.967 -7.021 5.241
S 8.881 -0.632 -0.039
S 0.147 -1.476 0.850
S 3.248 8.328 5.338
S -7.578 -0.368 1.466
S -8.609 1.751 -5.104
S -1.640 4.561 -7.490
S -1.797 -4.682 -10.513
S 3.674 0.262 9.613
O 3.542 9.097 4.063
O 4.272 -8.217 4.327
O 7.420 -1.020 0.098
O -1.047 -2.055 1.537
O -1.198 3.549 -6.432
O -6.451 -0.073 2.494
O -2.991 -5.573 -10.195
O -7.923 2.613 -4.081
O 4.406 -0.096 8.331
C -2.257 -3.856 -12.149
C 9.520 -0.673 1.686
C 2.127 -6.646 5.206
C -7.277 -2.003 0.666
C -10.277 1.250 -4.453
C -0.262 -0.637 -0.753
C 4.728 8.383 6.344
C 3.119 6.515 5.027
C -9.192 -0.636 2.358
C 4.256 -5.386 4.404
C 0.746 -0.004 1.833
C -2.057 -3.170 -9.522
C 4.208 -0.839 10.954
C 9.690 -2.180 -0.516
C -0.970 6.128 -6.866
C -0.403 4.287 -8.829
C 1.930 -0.390 9.449
C -7.626 0.184 -4.929
H 5.242 -0.552 11.144
H -3.284 -3.512 -12.270
H 1.682 -7.610 5.452
H -7.016 0.206 -5.832
H -10.646 0.463 -5.110
H -8.265 -0.698 -4.911
H -0.790 6.873 -7.641
H -0.200 3.217 -8.866
H 1.819 0.182 1.788
H 0.299 0.909 1.439
H 0.596 0.029 2.912
H 4.090 -1.761 10.385
H 5.722 8.287 5.908
H 0.636 -0.199 -1.189
H 8.865 0.001 2.238
H 2.825 6.023 5.954
H 3.832 -4.525 4.922
H 3.961 5.851 4.829
H -1.988 -3.478 -8.478
H 9.667 -2.349 -1.593
H 1.265 0.169 8.791
H 0.521 4.798 -8.558
H 5.301 -5.142 4.214
H -1.283 -2.573 -10.005
H -1.514 -3.068 -12.272
H 1.815 -6.464 4.178
H -1.947 -4.591 -12.892
H -10.901 2.143 -4.496
H -1.099 0.050 -0.634
H 10.737 -2.088 -0.227
H -7.378 -2.731 1.471
H -9.180 -1.445 3.089
H 3.901 -5.510 3.381
H 9.178 -2.918 0.101
H -7.014 0.102 -4.031
H -0.544 -1.273 -1.592
H -7.893 -2.359 -0.161
H 9.339 -1.607 2.218
H -10.188 0.929 -3.415
H -6.264 -1.946 0.267
H 0.002 6.055 -6.379
H 4.510 9.363 6.769
H 1.873 -5.857 5.914
H 3.572 -0.710 11.830
H 10.545 -0.305 1.728
H -0.785 4.612 -9.797
H 1.958 -1.458 9.231
H 1.481 -0.330 10.440
H -9.376 0.276 2.927
H 4.593 7.698 7.181
H -3.076 -2.784 -9.556
H 2.236 6.489 4.389
H -1.745 6.572 -6.241
H -10.013 -0.730 1.647
```

Net charge: 0
Largest force on an atom, eV/A: 3.7
Molecular weight, g mol⁻¹: 703.22

=====

# 2
A molecular structure, C41H77N4OPtSi8Te, computed with the ωB97M-V functional and the def2-TZVPD basis.

Structure (XYZ):
```
133
C41H77N4OPtSi8Te the ωB97M-V functional and the def2-TZVPD basis
Pt -0.274 -0.362 0.031
Te 0.458 -2.970 -0.601
Si 2.422 -5.913 0.177
Si -0.792 -6.551 -1.715
Si -0.731 -5.911 2.193
Si 0.132 -5.359 0.088
Si -3.847 -1.926 0.853
Si -3.468 1.772 0.932
Si -2.609 -0.176 -0.076
Si -3.194 -0.108 -2.348
O 0.650 2.597 -0.822
N 1.974 -0.051 -0.197
N 0.374 4.708 0.052
N 0.135 5.996 -0.444
N 0.493 -0.356 2.044
C -2.539 -1.627 -3.253
C -0.108 5.823 -1.804
C 1.653 5.553 1.941
C -0.092 -7.610 2.716
C 3.167 -1.767 -2.797
C 0.752 3.312 1.996
C 2.007 4.157 3.871
C 2.588 -0.090 0.924
C 1.856 -0.311 2.133
C -3.115 -2.395 2.522
C 0.066 4.543 -2.173
C 1.686 -2.417 -4.575
C 0.905 -1.297 -4.325
C 1.257 -0.417 -3.312
C -5.678 -1.546 1.156
C -3.217 1.698 2.801
C -5.315 2.074 0.647
C 2.821 -2.649 -3.810
C -0.266 -8.365 -1.666
C 2.180 5.364 3.210
C 1.075 -0.636 4.199
C 2.720 0.283 -1.400
C -0.167 -5.803 -3.323
C 2.389 -0.645 -2.538
C -2.671 -6.535 -1.796
C -0.531 6.990 -2.626
C 2.255 -0.483 3.458
C 1.297 3.132 3.258
C 2.852 -7.714 0.583
C 0.396 3.775 -0.983
C -2.424 1.435 -3.129
C 3.271 -4.864 1.486
C 3.229 -5.574 -1.492
C 0.934 4.526 1.336
C -0.155 -4.661 3.472
C 0.019 -0.554 3.284
C -0.898 6.707 0.314
C -3.807 -3.394 -0.322
C -5.052 -0.056 -2.711
C -2.605 -6.076 2.232
C -2.629 3.367 0.366
H 0.011 -1.117 -4.908
H 3.052 -3.804 1.341
H -2.407 -1.419 -4.320
H -3.600 2.603 3.283
H 0.988 -7.604 2.875
H -5.600 3.038 1.082
H -0.612 6.729 1.362
H 0.210 2.505 1.525
H -3.112 -5.125 2.071
H 2.255 -8.432 0.017
H 0.914 -5.921 -3.430
H 2.448 1.304 -1.672
H -6.222 -2.468 1.381
H -2.726 3.519 -0.711
H -0.568 -7.906 3.656
H -3.044 -5.528 -1.988
H -0.805 -4.670 4.352
H -3.250 -2.452 -3.161
H -1.352 1.447 -2.915
H -4.086 -4.333 0.162
H 2.905 -6.308 -2.236
H 2.737 6.166 3.679
H -5.234 -0.070 -3.790
H -1.870 6.213 0.217
H 4.355 -5.009 1.446
H 2.972 -4.578 -1.857
H 0.987 -0.800 5.262
H -1.534 7.322 -2.352
H -1.582 -1.961 -2.844
H 1.403 -3.114 -5.354
H -2.912 -6.466 3.207
H -2.843 2.342 -2.685
H -2.574 1.483 -4.211
H 4.317 -5.645 -1.402
H 4.037 -1.966 -2.179
H -2.950 -6.778 1.468
H 1.808 6.483 1.410
H -0.544 6.709 -3.677
H -6.144 -1.084 0.282
H 0.151 7.830 -2.493
H -5.555 2.106 -0.418
H 2.931 -5.143 2.487
H 0.821 -8.464 -1.718
H 3.905 -7.888 0.337
H -4.503 -3.230 -1.151
H 3.798 0.252 -1.198
H -0.009 4.130 -3.163
H -3.008 -7.183 -2.611
H -0.654 -6.276 -4.181
H -5.933 1.301 1.106
H 3.271 -0.490 3.826
H -0.381 -4.731 -3.344
H -1.041 -0.646 3.464
H 3.426 -3.530 -3.990
H -3.614 -3.251 2.984
H -0.606 -8.857 -0.751
H -5.805 -0.870 2.005
H -2.053 -2.625 2.405
H -0.318 -8.376 1.969
H 1.161 2.179 3.753
H -5.534 0.833 -2.299
H 0.642 0.450 -3.097
H -5.542 -0.932 -2.278
H -2.156 1.604 3.051
H 3.671 0.051 0.971
H -3.068 4.231 0.875
H -3.131 -6.889 -0.871
H -0.955 7.731 -0.051
H -1.565 3.337 0.606
H 2.426 4.013 4.859
H -3.195 -1.553 3.215
H 0.860 -4.897 3.799
H 2.722 -7.935 1.644
H -0.138 -3.646 3.071
H -2.803 -3.507 -0.740
H -0.693 -8.903 -2.517
H -3.740 0.841 3.231
```

Net charge: -1
Expectation value of S²: 2.02
Largest force on an atom, eV/A: 0.3
Molecular weight, g mol⁻¹: 1189.46
Multiplicity: 3

=====

For each record above, in turn, the calculated E values are -135474.4166 -125343.5245 eV.